1.
{
  "formula": "C3H5FN2O2",
  "method": "ωB97M-V/def2-TZVPD",
  "elements": ["C", "C", "C", "N", "N", "O", "O", "F", "H", "H", "H", "H", "H"],
  "xyz": [[-1.474707, -0.682755, -0.172830], [-0.509385, -1.030690, -0.829903], [-2.291166, 0.102014, 0.711705], [1.839176, -0.544363, -0.118648], [2.138953, 0.679484, -0.189595], [1.084277, 1.394716, -0.744906], [3.051472, 1.361095, 0.118908], [2.879817, -1.186877, 0.604156], [0.294107, 0.645064, -0.898784], [0.163089, -1.775368, -1.219175], [-3.096708, -0.271972, 1.264571], [-1.431972, 0.416579, 1.340875], [-2.646953, 0.893073, 0.133629]],
  "atomic_forces_ev_per_a": [[0.94, -0.84, -1.31], [-1.61, -1.39, 0.21], [2.67, 0.31, 0.38], [1.68, -1.09, 1.11], [-1.69, 1.25, -0.66], [-2.08, -2.41, -0.61], [1.55, -0.13, 0.73], [-0.50, 0.69, -0.65], [2.00, 1.91, 0.49], [-0.25, 0.60, -0.21], [-0.85, -1.23, 0.68], [-1.22, 0.62, 0.55], [-0.64, 1.71, -0.70]],
  "smiles": "[O-]/[N+](O)=N\\F.C#CC",
  "homo_energy_ev": -10.3,
  "orbital_gap_ev": 10.79
}


2.
{
  "formula": "C22H35ClO2P2Pb",
  "method": "ωB97M-V/def2-TZVPD",
  "elements": ["P", "P", "C", "C", "H", "H", "H", "H", "C", "H", "H", "H", "C", "H", "H", "H", "C", "H", "H", "H", "C", "H", "H", "H", "Pb", "C", "C", "C", "C", "C", "C", "C", "C", "C", "H", "H", "H", "H", "H", "H", "H", "H", "H", "H", "H", "H", "H", "H", "H", "Cl", "C", "C", "C", "C", "C", "C", "C", "O", "O", "H", "H", "H", "H"],
  "xyz": [[1.535834, -2.237543, 0.061398], [1.175771, 1.840569, 0.950515], [1.586170, -0.650557, -1.026909], [2.070405, 0.637255, -0.330937], [0.698626, -0.551186, -1.655524], [2.358280, -0.931092, -1.776904], [2.882025, 0.327919, 0.310381], [2.422486, 1.301320, -1.129089], [-0.187118, 2.536060, -0.074277], [-0.634291, 3.315589, 0.572227], [-0.966175, 1.774295, -0.261566], [0.183444, 3.002215, -1.011065], [2.235233, 3.352421, 0.775481], [1.763780, 4.092450, 0.120493], [3.225511, 3.146544, 0.368681], [2.356762, 3.835539, 1.746695], [0.194441, -3.420778, -0.606873], [0.156143, -4.242013, 0.146488], [0.366268, -3.809722, -1.630080], [-0.866052, -3.067942, -0.571659], [3.008101, -2.970455, -0.710386], [3.818074, -2.223364, -0.700431], [2.865363, -3.299552, -1.759554], [3.342288, -3.829616, -0.113646], [-1.647278, -0.985459, -0.756108], [-0.342926, 0.869649, -3.117199], [-1.630525, 0.582808, -2.770075], [-2.616243, 0.135819, -3.873482], [-2.138624, -1.232047, -4.363819], [-1.312841, -1.880965, -3.276734], [0.022205, -2.060514, -3.475523], [0.866674, -1.170139, -4.246333], [0.382733, 0.357612, -4.278085], [-0.952570, -1.793787, 1.547905], [0.132881, 1.701169, -2.585820], [-2.091321, 1.150170, -1.960625], [-2.618990, 0.829442, -4.723083], [-3.632259, 0.077093, -3.470887], [-3.010431, -1.856454, -4.606152], [-1.526790, -1.126682, -5.275233], [-1.903025, -2.444035, -2.516728], [0.512253, -3.013841, -3.332971], [0.918701, -1.488840, -5.320044], [1.915120, -1.180431, -3.864401], [1.318624, 0.940601, -4.397290], [-0.174261, 0.485134, -5.223834], [-0.045035, -1.362646, 2.016972], [-0.771505, -2.873824, 1.497651], [-1.751917, -1.597294, 2.266734], [-0.503214, 1.835987, 9.163007], [-0.738613, 1.720796, 7.463480], [-1.945876, 1.172571, 6.972922], [-2.105458, 0.953317, 5.596706], [-1.119701, 1.349947, 4.692162], [0.068267, 1.922465, 5.186496], [0.277602, 2.088953, 6.575338], [-1.261450, 1.262442, 3.152073], [-2.222665, 0.672792, 2.619089], [-0.255611, 1.924645, 2.591645], [-2.739760, 0.935253, 7.690338], [-2.987488, 0.434941, 5.231105], [0.861810, 2.219566, 4.486175], [1.178112, 2.515417, 6.991192]],
  "atomic_forces_ev_per_a": [[-0.05, 0.19, -0.07], [-3.14, 0.97, -2.53], [-0.56, -0.65, 0.22], [-0.10, -1.47, 0.90], [0.10, 0.43, 0.16], [-0.23, 0.57, 0.48], [0.77, 0.05, -0.10], [-0.24, 0.69, 0.56], [-0.42, -0.12, 0.48], [0.09, -0.33, -0.47], [0.35, 0.50, 0.05], [-0.16, -0.46, 0.61], [0.42, 0.26, 1.43], [-0.36, -0.46, 0.15], [-0.01, -0.45, 0.26], [0.16, 0.02, 0.01], [-0.04, -0.23, -0.30], [0.26, 0.38, -0.65], [0.12, 0.03, 0.89], [0.98, -0.55, -0.08], [0.52, -0.62, -0.45], [-0.21, -0.28, 0.12], [0.03, 0.15, 0.48], [-0.04, 0.17, -0.22], [-0.87, -0.60, 3.29], [-1.25, 0.94, 1.12], [-0.09, 2.90, -2.44], [0.28, -0.51, 0.88], [-0.11, 0.58, 0.33], [0.46, -2.12, -1.39], [-1.30, -1.28, 0.09], [0.51, 1.88, -1.50], [1.49, -0.68, -1.44], [0.53, 0.69, 0.25], [0.12, -0.73, 0.25], [0.16, 0.50, -0.32], [0.02, 0.23, 0.50], [0.13, 0.07, -0.05], [0.46, -0.08, 0.07], [-0.36, -0.20, 0.42], [0.58, -0.80, -1.44], [0.05, 0.05, 1.34], [0.13, 0.12, 0.79], [-0.78, -0.25, -0.29], [-0.61, -0.20, -0.05], [0.01, 0.15, 0.50], [-0.50, -0.10, -0.35], [-0.21, 0.34, -0.07], [-0.29, 0.11, -0.48], [-0.04, 0.15, -0.28], [-0.34, -0.38, -0.74], [0.23, 0.02, -0.39], [-0.43, 0.06, 0.53], [1.09, 0.64, -0.77], [0.52, 0.24, 1.00], [-0.73, -0.27, -0.73], [-3.12, -3.10, 1.01], [2.97, 2.01, 0.66], [3.04, 0.83, -2.23], [0.38, -0.13, -0.44], [-0.01, 0.30, 0.06], [-0.52, -0.11, 0.59], [0.15, -0.03, -0.22]],
  "total_charge": 2,
  "homo_energy_ev": [-13.5, -13.6],
  "orbital_gap_ev": [3.76, 3.78]
}


3.
{
  "formula": "C7H9ClN2O",
  "method": "ωB97M-V/def2-TZVPD",
  "elements": ["C", "C", "C", "C", "C", "C", "C", "N", "N", "O", "Cl", "H", "H", "H", "H", "H", "H", "H", "H", "H"],
  "xyz": [[2.788839, -0.769588, 0.268432], [2.746753, -0.142100, -0.891409], [1.766029, -0.480258, 1.326973], [-0.985452, 0.251756, -0.537757], [1.592709, 0.734662, -1.220929], [0.678771, 1.009007, -0.080430], [-3.241296, 0.026049, 0.480554], [0.799191, 0.345535, 1.176380], [-1.873580, 0.476652, 0.402909], [-0.973329, -0.346999, -1.570396], [0.311316, 2.693841, 0.111292], [3.478283, -1.563135, 0.550029], [3.450142, -0.446316, -1.662226], [1.885182, -1.196231, 2.200473], [1.946241, 1.486313, -1.907984], [1.096956, 0.150672, -2.008038], [-3.787542, 0.871717, 0.361762], [-3.604881, -0.585291, -0.405595], [-3.579682, -0.514379, 1.396094], [-1.403579, 0.828596, 1.239947]],
  "atomic_forces_ev_per_a": [[-0.51, -0.24, 1.68], [0.04, -0.67, 0.03], [0.60, -1.13, -0.76], [3.58, 0.81, -0.28], [1.22, -1.30, -1.41], [-3.62, -1.64, -0.59], [-0.28, -2.70, -0.97], [1.25, -0.17, 0.89], [0.64, -0.36, 1.19], [-0.93, -0.34, -0.52], [0.10, 1.18, 0.36], [0.19, 0.33, -0.37], [-0.06, 0.43, -0.08], [-0.69, 1.44, -0.60], [-0.04, 1.36, 0.63], [-0.83, -0.35, 0.36], [-2.15, 2.58, 0.15], [1.21, 0.40, 0.95], [0.88, 0.44, -0.50], [-0.57, -0.05, -0.17]],
  "smiles": "CNC(=O)[C@]1(Cl)CC=CC=N1",
  "homo_energy_ev": -8.5,
  "orbital_gap_ev": 8.96
}


4.
{
  "formula": "C28H61GaINO6PS",
  "method": "ωB97M-V/def2-TZVPD",
  "elements": ["C", "N", "C", "Ga", "S", "I", "P", "C", "C", "H", "H", "H", "H", "H", "H", "H", "H", "H", "H", "H", "H", "H", "C", "C", "C", "O", "C", "H", "H", "H", "H", "H", "H", "H", "H", "C", "C", "C", "O", "C", "H", "H", "H", "H", "H", "H", "H", "H", "C", "C", "C", "O", "C", "H", "H", "H", "H", "H", "H", "H", "H", "C", "C", "C", "O", "C", "H", "H", "H", "H", "H", "H", "H", "H", "C", "C", "C", "O", "C", "H", "H", "H", "H", "H", "H", "H", "H", "C", "C", "C", "O", "C", "H", "H", "H", "H", "H", "H", "H", "H"],
  "xyz": [[-1.146965, -6.211330, 0.474979], [-0.822882, -4.773692, 0.016500], [0.597079, -4.553618, 0.489189], [0.746208, -3.091870, 2.001619], [-0.464321, -3.841792, 3.809801], [-0.456826, -0.929290, 1.103422], [3.038379, -2.815945, 2.393085], [3.760178, -4.583416, 2.491116], [3.405656, -1.776253, 3.952357], [-0.875823, -6.331362, 1.631126], [-2.303631, -6.341075, 0.271137], [-0.579090, -7.009912, -0.198135], [-0.743756, -4.864554, -1.038926], [1.255310, -4.117296, -0.400125], [1.125833, -5.517083, 0.891417], [-0.946148, -5.169381, 3.609352], [3.469432, -5.152076, 3.477720], [4.925807, -4.522035, 2.349724], [3.275517, -5.217539, 1.604198], [2.969924, -2.256333, 4.937474], [3.043151, -0.651833, 3.797141], [4.585260, -1.704369, 4.053498], [-2.274125, 1.108418, -2.129382], [-2.086622, -0.325767, -2.552102], [-2.024953, -0.206358, -4.059278], [-1.459833, 1.078949, -4.352111], [-1.430694, 1.850162, -3.143139], [-1.972158, 1.305621, -1.097681], [-3.327299, 1.393122, -2.239417], [-1.131841, -0.703739, -2.167904], [-2.881444, -0.992959, -2.209131], [-3.026078, -0.239937, -4.501978], [-1.414445, -0.989946, -4.517242], [-0.387420, 1.919373, -2.816305], [-1.802265, 2.859457, -3.340493], [3.398051, 4.615824, -3.569676], [3.122186, 3.965019, -4.900498], [2.429981, 2.683864, -4.489237], [1.731324, 2.961915, -3.267889], [2.172358, 4.232538, -2.769655], [3.545907, 5.696942, -3.631336], [4.293150, 4.171940, -3.117900], [2.435609, 4.590030, -5.483638], [4.019550, 3.791703, -5.499842], [3.154497, 1.888153, -4.286054], [1.723510, 2.327956, -5.244678], [1.359391, 4.951002, -2.921069], [2.376864, 4.157671, -1.698085], [3.019708, -9.607733, 2.473155], [4.460914, -10.035590, 2.576094], [5.187934, -8.842142, 1.995777], [4.390495, -7.686463, 2.288392], [3.108507, -8.124654, 2.759271], [2.354336, -10.135470, 3.161089], [2.656390, -9.770203, 1.451421], [4.735199, -10.163969, 3.629832], [4.681873, -10.967326, 2.049252], [5.275352, -8.920853, 0.906958], [6.188994, -8.715189, 2.417941], [3.061929, -7.924945, 3.835366], [2.318653, -7.553402, 2.263801], [-5.516736, 2.001243, 0.995070], [-6.812974, 2.675841, 0.627077], [-6.849097, 2.494878, -0.874785], [-6.159416, 1.270822, -1.163151], [-5.475522, 0.842755, 0.022715], [-5.467877, 1.683054, 2.039507], [-4.677424, 2.680286, 0.803248], [-7.652551, 2.142208, 1.087972], [-6.865340, 3.724105, 0.931896], [-6.318868, 3.305544, -1.385706], [-7.869124, 2.443806, -1.266449], [-6.009030, -0.027596, 0.420068], [-4.454816, 0.541596, -0.228590], [-2.954918, 5.540529, -3.572660], [-3.805879, 6.783747, -3.540890], [-3.587762, 7.280973, -2.128504], [-2.265714, 6.878155, -1.745032], [-1.775000, 5.942472, -2.715047], [-2.664261, 5.232475, -4.580182], [-3.493709, 4.709833, -3.101506], [-3.418829, 7.516421, -4.258846], [-4.858674, 6.602206, -3.771494], [-4.293683, 6.818225, -1.430720], [-3.679337, 8.367979, -2.047930], [-1.007211, 6.449574, -3.309507], [-1.316114, 5.090301, -2.206205], [2.154718, 4.347320, 4.089809], [1.282608, 3.190994, 3.673794], [2.291977, 2.075573, 3.510549], [3.353922, 2.336188, 4.438709], [3.194002, 3.665667, 4.952656], [1.614663, 5.137668, 4.617228], [2.632701, 4.788141, 3.206890], [0.582114, 2.945803, 4.480805], [0.705094, 3.380134, 2.765378], [2.721760, 2.072674, 2.503255], [1.862771, 1.089362, 3.709632], [2.855253, 3.583669, 5.991194], [4.156505, 4.184418, 4.939453]],
  "atomic_forces_ev_per_a": [[-1.03, 0.14, -0.47], [1.41, -2.61, -0.50], [1.69, 1.07, -0.59], [-0.13, -1.54, -0.75], [-0.86, -1.40, 0.62], [0.17, 0.02, 0.15], [0.55, 0.71, -0.59], [-0.21, -1.04, 0.38], [0.87, 0.22, 1.09], [-0.72, 0.23, -2.71], [2.23, -0.07, 0.73], [-0.93, 1.42, 1.62], [-0.35, 0.22, 1.67], [-1.23, -1.04, 1.70], [-0.94, 1.44, -0.95], [0.79, 1.76, -0.19], [0.78, 0.99, -1.78], [-2.33, -0.34, 0.34], [1.21, 1.55, 1.82], [0.81, 1.21, -1.81], [0.59, -2.69, 0.31], [-2.38, -0.17, -0.07], [-0.49, 0.42, 0.25], [0.33, -0.57, 0.20], [-0.14, 0.04, -0.35], [-0.12, -0.10, 0.09], [0.55, 0.11, 0.08], [0.04, -0.06, -0.10], [0.02, 0.00, 0.04], [-0.19, 0.01, 0.02], [0.11, 0.05, -0.03], [-0.05, -0.10, -0.02], [0.00, 0.14, -0.04], [-0.14, 0.10, 0.02], [0.02, -0.05, -0.14], [0.53, 0.19, 0.35], [-0.10, 0.18, -0.59], [-0.13, -0.49, 0.09], [0.37, 0.36, -0.19], [-0.42, -0.08, 0.21], [-0.03, -0.10, 0.04], [-0.09, 0.09, -0.02], [0.08, -0.07, 0.01], [-0.11, -0.01, 0.05], [0.01, -0.01, -0.09], [-0.02, -0.02, 0.19], [0.03, 0.10, 0.06], [-0.10, -0.09, -0.09], [-0.52, -0.18, -0.31], [0.37, -0.42, 0.35], [0.11, 0.41, -0.23], [0.02, -0.57, -0.01], [-0.05, 0.45, 0.22], [0.05, 0.09, -0.07], [-0.01, 0.01, 0.12], [0.01, -0.02, -0.11], [0.01, 0.09, 0.04], [0.09, -0.08, -0.02], [-0.09, 0.11, -0.04], [-0.12, 0.00, -0.01], [0.15, 0.06, 0.06], [0.58, 0.15, 0.25], [-0.56, 0.14, 0.26], [0.08, -0.06, -0.45], [-0.11, 0.33, 0.23], [0.08, -0.51, -0.08], [0.03, 0.01, -0.15], [-0.05, -0.10, 0.06], [0.05, 0.09, -0.05], [-0.01, -0.09, -0.06], [-0.06, 0.11, 0.00], [0.11, -0.07, -0.06], [0.09, -0.01, 0.06], [-0.15, -0.01, -0.05], [-0.07, -0.64, -0.08], [-0.23, 0.44, -0.40], [0.02, 0.06, 0.45], [-0.25, -0.05, -0.29], [0.41, 0.08, 0.14], [-0.01, 0.00, 0.14], [0.09, 0.04, -0.09], [-0.08, -0.04, 0.06], [0.10, 0.04, 0.04], [-0.09, 0.05, -0.03], [0.09, -0.09, 0.08], [0.05, -0.08, -0.06], [-0.02, 0.14, 0.04], [0.17, 0.58, -0.21], [-0.61, -0.20, 0.06], [0.17, -0.40, -0.29], [-0.17, 0.45, 0.07], [0.23, -0.33, 0.27], [0.08, -0.06, -0.03], [-0.04, 0.00, 0.11], [0.03, 0.00, -0.13], [0.07, -0.09, 0.11], [-0.11, -0.08, -0.03], [0.10, 0.14, -0.04], [0.01, 0.12, 0.05], [0.00, -0.13, 0.02]],
  "total_charge": -1,
  "homo_energy_ev": -3.9,
  "orbital_gap_ev": 6.09
}


5.
{
  "formula": "CF3OPmS",
  "method": "ωB97M-V/def2-TZVPD",
  "elements": ["Pm", "S", "O", "C", "F", "F", "F"],
  "xyz": [[2.827394, -0.633144, 0.771444], [-0.397474, 0.089911, -1.101429], [0.541273, -0.795863, -0.241849], [-1.693846, 0.426358, -0.100388], [-1.919238, -0.268909, 0.953978], [-2.778653, 0.879728, -0.625843], [-1.222388, 2.745858, 1.371132]],
  "atomic_forces_ev_per_a": [[-2.24, 0.15, -0.67], [-0.12, 0.73, -0.51], [2.42, -0.14, 1.17], [-1.48, -0.06, 0.55], [0.48, 0.48, 0.19], [0.74, 0.46, 0.17], [0.21, -1.62, -0.90]],
  "total_charge": 1,
  "multiplicity": 6,
  "homo_energy_ev": [-10.7, -10.7],
  "orbital_gap_ev": [3.86, 4.04]
}


6.
{
  "formula": "C9H10O3Si",
  "method": "ωB97M-V/def2-TZVPD",
  "elements": ["C", "C", "C", "C", "C", "C", "C", "C", "C", "O", "O", "O", "Si", "H", "H", "H", "H", "H", "H", "H", "H", "H", "H"],
  "xyz": [[-1.691357, 0.285286, 0.453466], [-0.861254, -0.818617, -0.025307], [-2.922966, 0.048432, -0.100248], [-1.573447, -1.640771, -0.764616], [-0.263321, 2.428413, 0.092682], [0.410384, 2.246059, -0.930042], [0.333810, 0.422313, 1.529092], [-0.930092, 1.268249, 1.181989], [0.443651, -0.695420, 0.562714], [-2.838755, -1.148051, -0.879010], [-3.995066, 0.800784, 0.019989], [-1.264445, -2.841143, -1.449773], [1.979773, -1.645090, -0.073301], [-0.507865, 3.447341, 0.569866], [0.689062, 1.469928, -1.602820], [1.229322, 0.971006, 1.576235], [0.176967, -0.156788, 2.532630], [-1.425603, 1.879179, 1.939424], [-4.882358, 0.260838, -0.093233], [-0.290294, -2.930391, -1.528604], [2.918828, -1.366565, 1.040590], [2.675547, -1.281564, -1.327085], [1.420839, -3.044436, -0.387619]],
  "atomic_forces_ev_per_a": [[-2.38, -1.86, -1.97], [2.40, 1.71, 2.34], [3.37, -1.02, 0.67], [-0.58, -2.20, -2.07], [-3.34, 1.50, 5.24], [1.40, -0.61, -2.71], [-0.90, -1.40, 2.47], [2.24, 1.27, -1.45], [0.15, -0.84, -2.39], [-1.31, 0.59, 0.14], [-3.92, -1.54, -1.00], [-0.63, 1.91, 0.91], [-1.47, 0.38, 0.82], [0.54, -1.34, -0.97], [0.36, -0.26, -0.31], [1.02, 0.91, 0.46], [0.22, 1.29, -1.13], [0.24, -0.46, 0.07], [2.70, 1.45, 0.31], [-0.80, 0.32, 0.29], [0.23, -0.65, -0.12], [-0.17, 0.29, -0.07], [0.62, 0.57, 0.45]],
  "homo_energy_ev": [-7.0, -7.4],
  "orbital_gap_ev": [6.82, 7.20]
}


Let's list electronic energy in order: -476.862599; -2344.597199; -917.008914; -4571.614659; -1419.023689; -863.901127 hartree.
Let's list largest force on an atom in order: 3.24; 4.51; 4.02; 3.01; 2.69; 6.39 eV Å⁻¹.